# 1
{
  "formula": "C4H14N2O",
  "method": "ωB97M-V/def2-TZVPD",
  "smiles": "C[C@H](N)CCN.O",
  "e_above_lowest_kcal_mol": 30.6,
  "lumo_ev": 0.80,
  "orbital_gap_ev": 9.5,
  "energy_ha": -345.52746,
  "homo_energy_ev": -8.728,
  "multiplicity": 1,
  "elements": ["C", "C", "N", "C", "C", "N", "H", "H", "H", "H", "H", "H", "H", "H", "H", "H", "H", "H", "O", "H", "H"],
  "positions_angstrom": [[0.717, 2.593, 0.266], [0.765, 1.107, 0.542], [0.990, 0.377, -0.685], [-0.435, 0.638, 1.381], [-0.573, -0.877, 1.324], [0.643, -1.591, 1.778], [0.690, 3.260, 1.115], [-0.128, 2.806, -0.387], [1.606, 2.910, -0.280], [1.651, 0.867, 1.126], [0.440, 0.490, -1.516], [1.347, -0.549, -0.520], [-0.368, 0.928, 2.430], [-1.389, 1.004, 1.008], [-0.737, -1.155, 0.287], [-1.337, -1.202, 2.029], [0.312, -2.364, 2.335], [1.369, -1.145, 2.317], [-1.841, -1.780, -3.807], [-1.604, -2.020, -4.712], [-1.054, -2.084, -3.332]],
  "mulliken_charge": [-1.54, 0.52, -0.56, -0.66, -0.61, -0.55, 0.37, 0.36, 0.37, 0.19, 0.17, 0.27, 0.33, 0.31, 0.23, 0.38, 0.25, 0.17, -0.63, 0.32, 0.31]
}

# 2
{
  "formula": "C4H7NO2",
  "method": "ωB97M-V/def2-TZVPD",
  "smiles": "CN1[C@H](C=O)[C@@H]1O",
  "e_above_lowest_kcal_mol": 78.9,
  "lumo_ev": 0.72,
  "orbital_gap_ev": 10.4,
  "energy_ha": -361.75513,
  "homo_energy_ev": -9.643,
  "multiplicity": 1,
  "elements": ["C", "N", "C", "C", "O", "C", "O", "H", "H", "H", "H", "H", "H", "H"],
  "positions_angstrom": [[1.233, 1.330, -0.395], [0.584, 0.264, 0.264], [-0.787, -0.090, -0.122], [-1.865, -0.275, 0.998], [-3.052, -0.401, 0.864], [0.339, -0.950, -0.518], [0.541, -2.183, 0.070], [1.435, 1.186, -1.526], [0.899, 2.390, -0.373], [2.164, 1.270, 0.096], [-1.320, 0.562, -0.771], [-1.427, -0.253, 1.973], [0.808, -0.855, -1.563], [0.449, -1.996, 1.004]],
  "mulliken_charge": [-0.85, -0.30, -0.03, -0.20, -0.45, 0.04, -0.49, 0.27, 0.27, 0.35, 0.38, 0.38, 0.29, 0.35]
}

# 3
{
  "formula": "CH4Si2",
  "method": "ωB97M-V/def2-TZVPD",
  "smiles": "[SiH2]=C=[SiH2]",
  "e_above_lowest_kcal_mol": 0.0,
  "lumo_ev": -0.74,
  "orbital_gap_ev": 6.8,
  "energy_ha": -619.29219,
  "homo_energy_ev": -7.567,
  "multiplicity": 1,
  "elements": ["Si", "C", "Si", "H", "H", "H", "H"],
  "positions_angstrom": [[0.338, 1.417, 0.850], [0.402, 0.393, -0.580], [-0.254, -1.189, -0.972], [-0.991, 1.710, 1.428], [1.406, 1.366, 1.799], [0.461, -2.400, -0.633], [-1.363, -1.297, -1.892]],
  "mulliken_charge": [0.25, -0.24, 0.24, -0.06, -0.06, -0.05, -0.08]
}

# 4
{
  "formula": "C5H10O3",
  "method": "ωB97M-V/def2-TZVPD",
  "e_above_lowest_kcal_mol": 269.3,
  "lumo_ev": -1.54,
  "orbital_gap_ev": 7.6,
  "energy_ha": -421.82743,
  "homo_energy_ev": -9.142,
  "multiplicity": 1,
  "elements": ["C", "C", "C", "C", "C", "H", "H", "H", "H", "H", "H", "H", "H", "H", "H", "O", "O", "O"],
  "positions_angstrom": [[0.525, -1.327, -0.152], [0.051, 0.228, -0.238], [-1.482, 0.409, -0.622], [1.033, 1.164, -0.828], [0.303, 0.659, 1.116], [1.714, -2.270, 1.084], [-0.070, -1.828, -1.174], [-0.094, -2.025, 0.586], [-1.895, 1.290, -0.282], [-1.754, 0.183, -1.646], [-2.582, 0.381, 0.891], [2.128, 0.818, -0.723], [0.921, 1.760, -1.918], [1.183, -0.162, 1.353], [-0.498, 0.589, 2.040], [1.899, -1.259, -0.098], [-2.156, -0.635, 0.190], [0.774, 2.025, 0.420]],
  "mulliken_charge": [-0.64, 1.70, -1.22, -0.72, -0.66, 0.42, 0.21, 0.24, 0.53, 0.31, 0.38, 0.25, 0.24, 0.25, 0.27, -0.57, -0.54, -0.47]
}

# 5
{
  "formula": "C46H36N3O3PdS2",
  "method": "ωB97M-V/def2-TZVPD",
  "e_above_lowest_kcal_mol": 25.0,
  "charge": -1,
  "lumo_ev": 2.45,
  "orbital_gap_ev": 6.0,
  "energy_ha": -3088.83242,
  "homo_energy_ev": -3.568,
  "multiplicity": 1,
  "elements": ["Pd", "O", "C", "N", "C", "C", "C", "C", "C", "C", "N", "C", "C", "C", "C", "C", "N", "H", "H", "H", "H", "H", "H", "H", "H", "H", "H", "C", "C", "C", "C", "C", "C", "C", "S", "O", "C", "C", "C", "C", "C", "C", "C", "C", "C", "C", "C", "C", "C", "C", "C", "C", "C", "C", "C", "C", "S", "O", "C", "C", "C", "C", "C", "C", "C", "H", "H", "H", "H", "H", "H", "H", "H", "H", "H", "H", "H", "H", "H", "H", "H", "H", "H", "H", "H", "H", "H", "H", "H", "H", "H"],
  "positions_angstrom": [[1.107, 0.167, -1.508], [3.028, -3.689, -2.514], [2.366, -2.628, -2.436], [2.596, -1.584, -1.668], [3.823, -1.710, -0.921], [4.270, -0.447, -0.223], [5.215, -0.533, 0.805], [5.613, 0.617, 1.456], [5.050, 1.830, 1.078], [4.135, 1.827, 0.041], [3.768, 0.718, -0.608], [1.143, -2.511, -3.325], [0.670, -3.647, -3.976], [-0.443, -3.539, -4.790], [-1.044, -2.296, -4.943], [-0.501, -1.219, -4.263], [0.564, -1.320, -3.473], [4.631, -2.046, -1.585], [3.753, -2.506, -0.163], [5.612, -1.502, 1.087], [6.335, 0.572, 2.263], [5.304, 2.753, 1.585], [3.647, 2.737, -0.291], [1.199, -4.578, -3.823], [-0.838, -4.407, -5.304], [-1.916, -2.165, -5.571], [-0.938, -0.228, -4.348], [-2.939, -6.090, 2.706], [-2.423, -4.895, 1.946], [-1.480, -5.041, 0.937], [-0.994, -3.932, 0.251], [-1.446, -2.669, 0.588], [-2.404, -2.503, 1.579], [-2.883, -3.613, 2.253], [-0.841, -1.222, -0.341], [-2.024, -0.319, -0.376], [0.303, -0.689, 0.958], [1.319, -1.628, 1.272], [2.246, -1.342, 2.220], [2.242, -0.085, 2.871], [3.213, 0.242, 3.847], [3.230, 1.473, 4.437], [2.277, 2.442, 4.062], [1.317, 2.151, 3.132], [1.258, 0.872, 2.521], [0.247, 0.535, 1.564], [-0.797, 1.568, 1.287], [-1.806, 1.773, 2.282], [-1.935, 0.907, 3.397], [-2.919, 1.099, 4.328], [-3.823, 2.173, 4.197], [-3.719, 3.026, 3.134], [-2.714, 2.849, 2.154], [-2.584, 3.728, 1.050], [-1.634, 3.504, 0.104], [-0.756, 2.399, 0.197], [0.474, 2.140, -1.133], [1.388, 3.312, -0.983], [-0.640, 2.639, -2.472], [-1.782, 1.894, -2.746], [-2.592, 2.266, -3.805], [-2.272, 3.357, -4.614], [-3.135, 3.723, -5.794], [-1.122, 4.081, -4.323], [-0.306, 3.730, -3.252], [-2.717, -7.018, 2.180], [-4.018, -6.028, 2.852], [-2.477, -6.149, 3.695], [-1.125, -6.031, 0.673], [-0.269, -4.052, -0.549], [-2.772, -1.506, 1.797], [-3.632, -3.489, 3.029], [1.354, -2.564, 0.730], [3.021, -2.058, 2.469], [3.955, -0.506, 4.103], [3.982, 1.715, 5.178], [2.308, 3.428, 4.509], [0.600, 2.908, 2.844], [-1.245, 0.079, 3.501], [-3.004, 0.423, 5.170], [-4.599, 2.317, 4.938], [-4.411, 3.853, 3.021], [-3.256, 4.575, 0.970], [-1.535, 4.173, -0.741], [-2.025, 1.044, -2.115], [-3.493, 1.698, -4.012], [-4.158, 3.373, -5.657], [-2.752, 3.272, -6.713], [-3.159, 4.803, -5.945], [-0.858, 4.935, -4.938], [0.588, 4.289, -3.004]],
  "mulliken_charge": [-0.75, -0.87, -0.07, 0.06, -1.31, 0.72, -0.70, -0.45, -0.63, -0.33, -0.12, 0.36, -0.50, -0.39, -0.77, -0.14, 0.15, 0.68, 0.24, 0.41, 0.41, 0.44, 0.48, 0.47, 0.40, 0.42, 0.39, -1.45, 1.12, -1.01, -0.06, -0.42, -0.48, -0.96, 1.91, -0.80, 1.10, -0.84, -1.41, 0.95, -0.56, -0.80, -0.94, -1.09, 1.32, -0.15, -0.02, 0.87, -0.91, -0.99, -0.59, -1.01, 0.86, -1.27, -0.63, 0.16, 2.26, -0.98, -0.54, -0.52, -0.90, 1.13, -1.56, -0.67, -0.19, 0.36, 0.37, 0.28, 0.33, 0.47, 0.52, 0.37, 0.28, 0.27, 0.46, 0.36, 0.43, 0.45, 0.56, 0.43, 0.39, 0.43, 0.36, 0.62, 0.52, 0.34, 0.37, 0.28, 0.39, 0.36, 0.52]
}

# 6
{
  "formula": "C5H8N2",
  "method": "ωB97M-V/def2-TZVPD",
  "smiles": "C[C@H]1N[C@]1(C)C#N",
  "e_above_lowest_kcal_mol": 33.0,
  "lumo_ev": 0.82,
  "orbital_gap_ev": 10.8,
  "energy_ha": -304.78288,
  "homo_energy_ev": -9.990,
  "multiplicity": 1,
  "elements": ["C", "C", "N", "C", "C", "C", "N", "H", "H", "H", "H", "H", "H", "H", "H"],
  "positions_angstrom": [[-0.770, -0.174, 1.732], [-0.028, -0.802, 0.572], [-0.775, -0.999, -0.667], [0.323, -0.039, -0.673], [0.025, 1.420, -0.903], [1.495, -0.482, -1.392], [2.600, -0.763, -1.581], [-0.070, 0.320, 2.414], [-1.506, 0.558, 1.389], [-1.306, -0.946, 2.295], [0.680, -1.576, 0.860], [-0.508, -1.864, -1.138], [-0.938, 1.667, -0.463], [0.802, 2.056, -0.465], [-0.023, 1.624, -1.979]],
  "mulliken_charge": [-1.31, 0.00, -0.71, 1.21, -1.40, -0.11, -0.48, 0.31, 0.34, 0.34, 0.48, 0.30, 0.39, 0.29, 0.36]
}

# 7
{
  "formula": "C21H28IN5O6RhS2",
  "method": "ωB97M-V/def2-TZVPD",
  "s2": 6.01,
  "e_above_lowest_kcal_mol": 22.3,
  "charge": 1,
  "lumo_ev": [-2.60, -5.48],
  "orbital_gap_ev": [8.9, 6.0],
  "energy_ha": -2746.63411,
  "homo_energy_ev": [-11.479, -11.472],
  "multiplicity": 5,
  "elements": ["Rh", "C", "C", "N", "C", "C", "C", "S", "N", "C", "O", "C", "C", "C", "C", "C", "C", "H", "H", "H", "H", "H", "H", "H", "H", "H", "H", "H", "H", "H", "H", "H", "C", "S", "O", "O", "O", "H", "H", "H", "N", "C", "O", "C", "I", "H", "H", "H", "H", "N", "C", "O", "C", "C", "C", "C", "N", "C", "H", "H", "H", "H", "H", "H"],
  "positions_angstrom": [[-0.859, 0.973, -0.257], [2.602, -4.070, -1.568], [2.585, -2.908, -2.642], [1.313, -2.205, -2.622], [0.238, -2.588, -3.544], [-1.052, -3.301, -3.018], [1.233, -1.099, -1.887], [-0.299, -0.245, -2.141], [2.253, -0.570, -1.223], [2.131, 0.110, -0.100], [1.027, 0.199, 0.538], [3.393, 0.682, 0.484], [3.299, 1.443, 1.629], [4.445, 1.892, 2.253], [5.696, 1.583, 1.791], [5.783, 0.783, 0.662], [4.676, 0.285, 0.025], [3.399, -4.799, -1.722], [1.709, -4.658, -1.699], [2.789, -3.687, -0.556], [2.585, -3.312, -3.626], [3.357, -2.106, -2.530], [0.783, -3.310, -4.154], [-0.061, -1.795, -4.232], [-0.846, -4.147, -2.398], [-1.595, -3.664, -3.896], [-1.696, -2.568, -2.532], [2.279, 1.694, 1.961], [4.334, 2.404, 3.212], [6.575, 1.897, 2.304], [6.706, 0.492, 0.283], [4.724, -0.325, -0.886], [-0.802, 5.115, 0.535], [0.018, 3.547, 0.366], [1.421, 3.687, 0.567], [-0.631, 2.576, 1.288], [-0.436, 3.087, -0.981], [-1.073, 5.190, 1.615], [-1.729, 5.113, -0.024], [-0.151, 5.930, 0.375], [-4.673, 2.958, -0.937], [-3.871, 2.164, -1.707], [-2.898, 1.613, -1.257], [-4.253, 1.918, -3.113], [-4.938, -0.072, -3.081], [-4.472, 2.962, 0.046], [-5.466, 3.457, -1.296], [-3.461, 1.967, -3.828], [-5.129, 2.488, -3.457], [-0.207, -0.911, 5.062], [-1.297, -1.645, 4.695], [-1.805, -2.520, 5.348], [-1.950, -1.241, 3.394], [-3.194, -1.804, 3.147], [-3.877, -1.390, 2.031], [-3.239, -0.639, 1.053], [-2.007, -0.158, 1.279], [-1.413, -0.408, 2.444], [0.352, -1.134, 5.869], [0.280, -0.392, 4.334], [-3.645, -2.408, 3.861], [-4.848, -1.750, 1.809], [-3.666, -0.412, 0.092], [-0.450, 0.030, 2.566]],
  "mulliken_charge": [0.39, -0.99, -0.61, 0.11, -0.92, -0.80, 0.66, -0.08, -0.37, 0.36, -0.41, 0.76, -0.12, -0.60, -0.66, -0.53, -0.48, 0.39, 0.26, 0.27, 0.43, 0.31, 0.34, 0.51, 0.26, 0.38, 0.22, 0.20, 0.36, 0.43, 0.49, 0.36, -1.06, 1.41, -0.57, -0.63, -0.70, 0.35, 0.29, 0.39, -0.40, 0.61, -0.32, -0.90, 0.08, 0.21, 0.20, 0.32, 0.49, -0.30, 0.27, -0.59, 0.44, -0.45, -0.94, -0.27, 0.62, -0.45, 0.25, 0.21, 0.59, 0.45, 0.46, 0.00]
}

# 8
{
  "formula": "C8H34NO7",
  "method": "ωB97M-V/def2-TZVPD",
  "e_above_lowest_kcal_mol": 0.0,
  "charge": 1,
  "lumo_ev": -2.77,
  "orbital_gap_ev": 9.7,
  "energy_ha": -906.40465,
  "homo_energy_ev": -12.442,
  "multiplicity": 1,
  "elements": ["N", "H", "H", "H", "H", "C", "O", "H", "H", "H", "H", "C", "O", "H", "H", "H", "H", "C", "C", "C", "O", "H", "H", "H", "H", "H", "H", "H", "H", "C", "C", "C", "O", "H", "H", "H", "H", "H", "H", "H", "H", "O", "H", "H", "O", "H", "H", "O", "H", "H"],
  "positions_angstrom": [[-0.397, -0.581, -0.366], [0.246, -1.251, 0.084], [-1.183, -0.286, 0.230], [-0.894, -1.109, -1.102], [0.064, 0.262, -0.753], [1.398, 0.658, 2.814], [0.013, 0.640, 2.500], [2.009, 0.364, 1.952], [1.712, 1.675, 3.049], [1.617, 0.022, 3.674], [-0.289, -0.269, 2.629], [-2.812, -2.129, -2.583], [-1.385, -2.008, -2.660], [-3.163, -2.985, -3.162], [-3.108, -2.293, -1.549], [-3.309, -1.238, -2.968], [-1.087, -2.460, -3.453], [4.644, 1.308, 0.815], [5.018, 0.205, -0.150], [3.841, -0.457, -0.828], [5.854, 0.828, -1.155], [4.162, 0.920, 1.713], [3.961, 2.030, 0.358], [5.531, 1.860, 1.116], [5.622, -0.548, 0.366], [3.267, 0.242, -1.437], [3.118, -0.825, -0.087], [4.154, -1.308, -1.431], [6.535, 0.204, -1.422], [-2.913, 2.275, -0.555], [-3.788, 1.300, 0.190], [-5.156, 1.165, -0.451], [-3.112, 0.010, 0.120], [-2.647, 1.873, -1.538], [-1.986, 2.538, -0.045], [-3.468, 3.194, -0.749], [-3.867, 1.571, 1.245], [-5.058, 0.942, -1.514], [-5.732, 2.087, -0.359], [-5.745, 0.376, 0.024], [-3.652, -0.627, 0.599], [1.232, -2.445, 1.076], [0.884, -3.195, 1.567], [2.058, -2.220, 1.518], [0.917, 1.636, -1.510], [1.385, 2.352, -1.068], [0.609, 2.009, -2.342], [-1.504, -1.780, 2.426], [-2.456, -1.912, 2.445], [-1.142, -2.619, 2.727]],
  "mulliken_charge": [0.22, 0.31, 0.19, 0.34, 0.26, -0.26, -0.43, -0.21, 0.33, 0.36, 0.26, -0.51, -0.63, 0.40, 0.12, 0.21, 0.32, -1.16, 0.50, -0.69, -0.57, 0.29, 0.21, 0.35, 0.26, 0.17, -0.11, 0.42, 0.33, -1.33, 0.53, -1.35, -0.38, 0.27, 0.31, 0.42, 0.25, 0.29, 0.40, 0.40, 0.14, -0.63, 0.24, 0.29, -0.65, 0.29, 0.27, -0.54, 0.25, 0.25]
}